{"formula": "C42H101F12KN6O15", "method": "the ωB97M-V functional and the def2-TZVPD basis", "lumo_ev": -5.15, "e_tot_ev": -133755.562, "largest_force_ev_per_a": 5.27, "charge": 2, "species": ["K", "C", "C", "O", "H", "H", "H", "H", "H", "C", "C", "C", "O", "C", "N", "H", "H", "H", "H", "H", "H", "H", "H", "H", "H", "H", "H", "C", "C", "C", "O", "C", "N", "H", "H", "H", "H", "H", "H", "H", "H", "H", "H", "H", "H", "C", "C", "C", "O", "C", "N", "H", "H", "H", "H", "H", "H", "H", "H", "H", "H", "H", "H", "C", "C", "C", "O", "C", "N", "H", "H", "H", "H", "H", "H", "H", "H", "H", "H", "H", "H", "C", "C", "C", "O", "C", "N", "H", "H", "H", "H", "H", "H", "H", "H", "H", "H", "H", "H", "C", "C", "C", "O", "C", "N", "H", "H", "H", "H", "H", "H", "H", "H", "H", "H", "H", "H", "C", "O", "O", "C", "F", "F", "F", "C", "C", "H", "H", "H", "H", "H", "H", "C", "O", "O", "C", "F", "F", "F", "C", "C", "H", "H", "H", "H", "H", "H", "C", "O", "O", "C", "F", "F", "F", "C", "C", "H", "H", "H", "H", "H", "H", "C", "O", "O", "C", "F", "F", "F", "C", "C", "H", "H", "H", "H", "H", "H"], "coordinates": [[-12.208925, -24.089593, -3.642878], [-15.333284, -24.726046, 0.258417], [-14.662039, -24.805029, -1.064988], [-14.570015, -23.648678, -1.854202], [-16.419358, -24.726366, 0.166007], [-15.013818, -23.828064, 0.787253], [-14.911611, -25.573637, 0.798685], [-14.886358, -25.666389, -1.694146], [-13.663203, -25.037199, -0.695496], [-13.575671, -19.164360, 1.124366], [-13.364924, -20.524769, 0.622536], [-13.013631, -21.432525, 1.733232], [-12.852085, -22.842040, 1.449028], [-11.844786, -23.006863, 0.394114], [-14.617588, -20.982408, -0.140802], [-14.429676, -21.909564, -0.494614], [-15.470336, -21.017631, 0.399281], [-14.734220, -20.434959, -0.981511], [-12.764469, -18.916162, 1.808797], [-14.470088, -18.995584, 1.724059], [-13.511344, -18.433966, 0.317842], [-12.680380, -20.543409, -0.225489], [-13.801108, -21.410621, 2.486549], [-12.105754, -21.106619, 2.240821], [-11.972081, -24.072655, 0.204418], [-10.846310, -22.715255, 0.719839], [-12.185810, -22.531413, -0.525535], [-5.848053, -24.080431, 3.425575], [-5.682959, -24.006285, 1.940662], [-7.097483, -24.040269, 1.310381], [-7.083490, -23.628232, -0.042298], [-8.244914, -24.041099, -0.857186], [-5.020619, -22.665531, 1.618976], [-5.787158, -22.062231, 1.880794], [-4.246789, -22.381162, 2.202435], [-4.790108, -22.709739, 0.636636], [-6.280404, -25.030920, 3.738234], [-6.488352, -23.324071, 3.879485], [-4.826466, -24.010422, 3.799137], [-5.016944, -24.808571, 1.623095], [-7.891246, -23.488893, 1.814377], [-7.393364, -25.089343, 1.312504], [-9.165960, -23.478464, -0.704850], [-8.551956, -25.048618, -0.576609], [-7.945393, -24.102495, -1.903426], [-14.687891, -28.617160, -7.507080], [-13.682852, -27.760847, -6.705449], [-14.317407, -26.725334, -5.792415], [-15.039846, -27.197387, -4.624708], [-16.005263, -26.247451, -4.292461], [-12.771919, -28.562510, -5.771540], [-12.346822, -27.952796, -5.087689], [-13.322811, -29.096564, -5.114714], [-12.114049, -29.162802, -6.247948], [-15.133650, -27.962750, -8.256183], [-15.512717, -29.102327, -6.985191], [-14.048156, -29.365801, -7.974392], [-12.954704, -27.280872, -7.359308], [-14.882036, -26.057897, -6.443431], [-13.541844, -25.986947, -5.588992], [-16.692174, -26.003615, -5.102891], [-15.610504, -25.260189, -4.052520], [-16.701732, -26.381602, -3.464803], [-15.341381, -28.708153, -1.408407], [-14.124869, -28.715820, -0.546551], [-14.145251, -29.795544, 0.567736], [-12.997985, -29.590387, 1.316675], [-13.029806, -30.145881, 2.591288], [-12.880502, -28.935722, -1.432667], [-12.086069, -29.327542, -0.947435], [-13.044897, -29.716570, -2.051817], [-12.670080, -28.163472, -2.048655], [-15.418602, -27.885359, -2.119155], [-16.229662, -28.651047, -0.779284], [-15.516388, -29.692900, -1.841689], [-13.876000, -27.751509, -0.103520], [-14.049987, -30.823662, 0.218455], [-14.982119, -29.714147, 1.261369], [-11.982141, -30.073622, 2.883295], [-13.130218, -31.231218, 2.583165], [-13.725388, -29.639874, 3.260768], [-11.204995, -20.045291, -6.567751], [-12.207898, -19.324617, -5.646206], [-13.475658, -18.748838, -6.449608], [-13.085115, -17.583106, -7.194257], [-14.090431, -17.074613, -8.079897], [-12.617440, -20.241927, -4.496250], [-13.284130, -19.817452, -3.867404], [-12.998796, -21.132393, -4.782120], [-11.909423, -20.567612, -3.853803], [-10.868619, -19.307360, -7.296047], [-11.793731, -20.611068, -7.289821], [-10.307875, -20.479296, -6.126257], [-11.885722, -18.475189, -5.043903], [-14.278264, -18.527685, -5.746031], [-13.857333, -19.423558, -7.215861], [-14.809474, -16.376764, -7.650837], [-14.596783, -17.886229, -8.602359], [-13.635574, -16.532346, -8.908845], [-17.821704, -21.814470, -2.326139], [-17.373224, -21.865474, -3.815460], [-17.860013, -20.639341, -4.638936], [-17.265709, -20.665646, -5.911257], [-17.225310, -19.463443, -6.573744], [-15.890401, -22.022043, -3.846673], [-15.595758, -22.783862, -3.252612], [-15.539438, -22.126985, -4.787908], [-15.519808, -21.197939, -3.395432], [-17.485801, -20.968185, -1.726926], [-17.285253, -22.558711, -1.737554], [-18.880132, -22.047158, -2.209056], [-17.689277, -22.768260, -4.338133], [-17.603030, -19.745337, -4.070761], [-18.936936, -20.694250, -4.798045], [-16.808132, -19.484668, -7.580521], [-16.586602, -18.810630, -5.978758], [-18.175857, -18.930044, -6.580576], [-8.924046, -26.284713, 4.301340], [-10.010744, -26.674371, 3.495452], [-9.072328, -24.921394, 4.623101], [-8.849952, -27.231347, 5.567957], [-9.819754, -27.102354, 6.485520], [-9.073682, -28.480277, 5.160389], [-7.639951, -27.130264, 6.178671], [-9.960224, -26.278075, 2.107137], [-11.264056, -26.587069, 1.286035], [-11.278976, -26.280965, 0.240012], [-11.285966, -27.652790, 1.058303], [-12.093205, -26.124887, 1.821764], [-9.070738, -26.502578, 1.518481], [-9.875259, -25.193024, 2.166628], [-7.978699, -26.422423, 3.776497], [-14.269935, -22.908119, -7.187725], [-15.507521, -23.654172, -6.894720], [-13.648873, -22.706626, -5.939818], [-13.513486, -23.551044, -8.432410], [-12.258224, -23.020977, -8.603756], [-13.340068, -24.816872, -8.383217], [-14.048518, -23.222324, -9.588134], [-16.656606, -23.608416, -7.818229], [-17.784413, -24.610941, -7.447607], [-18.078899, -24.453117, -6.410080], [-18.700054, -24.506372, -8.029636], [-17.389064, -25.612032, -7.619701], [-16.330773, -23.853739, -8.829041], [-17.073756, -22.601973, -7.852307], [-14.643354, -21.994878, -7.651008], [-10.177577, -26.866894, -3.345149], [-9.905578, -25.591631, -4.054990], [-11.567586, -26.950030, -3.443321], [-9.368424, -28.154798, -3.771479], [-9.537156, -28.521834, -4.984391], [-8.046438, -28.085589, -3.559510], [-9.764114, -29.211477, -3.094313], [-9.620189, -25.628644, -5.504845], [-8.940897, -24.279838, -5.926455], [-9.737615, -23.540598, -6.009300], [-8.174114, -23.954575, -5.223344], [-8.499553, -24.229544, -6.921833], [-10.575981, -25.871921, -5.968907], [-8.873703, -26.368091, -5.794799], [-9.907072, -26.667511, -2.308234], [-9.619949, -20.989976, -2.419846], [-10.459170, -19.846676, -2.532296], [-10.492899, -22.082917, -2.621515], [-8.274277, -20.886254, -3.251702], [-7.476038, -21.845513, -2.923745], [-8.479402, -20.873252, -4.549019], [-7.703816, -19.762410, -2.881992], [-10.200663, -18.589099, -1.952749], [-11.408275, -17.646779, -1.886596], [-11.665933, -17.411819, -2.919315], [-12.293158, -18.121327, -1.462460], [-11.258901, -16.689337, -1.387507], [-9.460676, -17.965268, -2.454110], [-9.872308, -18.655939, -0.915532], [-9.482151, -21.052504, -1.340396]], "atomic_forces_ev_per_a": [[0.22, 0.17, 0.21], [-0.97, 0.03, -0.08], [2.13, 1.01, -0.87], [-0.88, 1.03, -0.15], [-0.18, -0.21, 0.39], [0.08, -0.03, 0.01], [-0.69, -0.10, 0.54], [-0.77, -0.38, 0.07], [0.97, -0.26, -0.38], [0.42, 1.87, 0.49], [-0.56, -0.30, -1.63], [0.10, -2.66, 1.27], [0.48, 1.94, -1.13], [-1.78, -1.06, 0.59], [0.69, -0.08, 0.47], [-0.05, -1.85, -0.58], [-0.32, 0.12, 0.31], [-0.23, 0.54, 0.08], [0.15, 0.05, -0.07], [-0.24, -0.28, -0.20], [-0.27, 0.13, 0.09], [0.68, 0.09, 0.40], [-0.14, 0.16, 0.13], [0.13, 0.45, -0.19], [0.85, 0.00, -0.07], [-0.07, 0.01, -0.03], [0.45, 0.28, -0.06], [0.69, -0.26, 0.64], [-1.36, -0.01, 0.48], [0.05, -0.73, -1.40], [-0.36, 0.19, -1.26], [0.69, -0.73, 0.92], [-1.10, -1.06, 0.27], [-0.16, 0.99, -0.72], [0.58, -0.43, 0.17], [-0.10, 0.80, -0.48], [0.02, 0.00, -0.05], [-0.03, 0.14, -0.21], [-0.07, -0.09, 0.71], [-0.17, 0.18, -0.45], [0.37, 0.17, 0.82], [-0.03, -0.19, 0.50], [0.41, 0.76, -0.11], [0.33, -0.39, 0.22], [0.00, 0.50, 0.23], [1.31, 0.17, 0.13], [-0.89, -0.55, 1.42], [0.11, 1.30, -0.62], [0.92, -0.32, -1.30], [-1.49, 2.25, -0.10], [-1.39, -0.51, -0.30], [1.63, 1.41, 0.75], [-0.60, -0.78, -0.21], [0.36, -0.13, -0.01], [0.18, -0.12, -0.14], [0.32, 0.15, 0.48], [-0.52, -0.26, -0.51], [-0.41, 0.26, -0.16], [-1.01, -0.35, 0.02], [0.42, -0.15, 1.14], [0.10, -0.46, -0.58], [0.86, 0.09, 0.04], [0.58, -1.41, 0.37], [-1.11, -0.27, 0.25], [0.89, -0.39, 0.43], [0.68, 0.42, -0.03], [0.62, 0.86, -0.76], [1.69, -0.70, 0.56], [-1.22, -1.76, 0.26], [0.70, 0.86, 0.92], [-0.64, -0.33, -0.55], [0.97, 1.29, -0.49], [0.31, -0.28, -0.13], [0.07, 0.42, 0.32], [0.36, 0.01, -0.61], [-0.41, 0.00, 0.26], [-0.75, -0.22, -0.69], [-0.65, 0.20, -0.56], [-0.21, 0.56, 0.80], [-0.83, -0.20, -0.18], [0.06, -0.07, 0.04], [-0.79, 1.62, -0.72], [-0.59, 0.33, -0.17], [0.98, 0.01, -0.47], [-0.04, -0.10, 0.77], [0.28, -0.33, -0.63], [-1.08, -0.30, -0.38], [-0.32, 0.53, -0.09], [-0.79, -0.93, -1.42], [2.04, 0.25, 0.53], [0.37, 0.58, 0.37], [0.18, -1.15, 0.64], [-0.53, -0.32, 0.14], [0.83, 0.20, -0.62], [-0.18, 0.17, 0.25], [-0.02, -0.73, 0.34], [-0.01, -0.26, 0.57], [-0.32, -0.28, 0.28], [0.58, 0.07, 0.35], [0.57, -1.01, -0.21], [-0.69, 0.10, 0.18], [0.47, -0.78, 0.00], [0.44, -2.04, 0.18], [0.20, 2.23, 0.44], [-1.13, 1.62, 0.16], [0.80, -1.63, 1.11], [0.80, -0.25, -1.03], [0.55, 0.30, -0.23], [-0.54, 0.95, -0.69], [-0.03, -0.84, -0.44], [0.05, 0.48, 0.00], [-0.49, -0.06, 0.31], [0.03, 0.45, -0.06], [-0.21, 0.04, 0.57], [-0.15, -0.68, 0.11], [0.36, 0.49, -0.10], [-0.41, -0.27, -0.29], [-0.42, 4.95, 1.76], [-0.97, -2.15, -2.32], [1.01, -2.68, -0.51], [-1.15, 0.55, -0.88], [0.33, 1.25, 0.33], [1.11, -1.53, -0.53], [-0.74, -0.21, -0.38], [-0.68, 1.84, 0.55], [1.42, -0.64, 0.63], [0.57, 1.18, -0.02], [-0.74, -0.41, 1.09], [-0.31, -0.64, -0.10], [0.36, -1.15, 0.32], [-0.19, 0.51, -0.07], [0.55, -0.72, -0.45], [-0.68, 0.64, 1.97], [-0.78, -0.83, -0.47], [-0.64, -0.49, -2.42], [1.80, 2.90, 1.14], [0.21, 0.21, 1.19], [-0.15, -3.23, 0.37], [-1.95, -0.03, -0.88], [0.21, -0.04, -0.24], [1.24, 0.48, 0.35], [0.08, -0.29, 0.16], [0.30, 0.30, -0.31], [-0.23, -0.17, 0.33], [0.14, 0.05, -0.05], [0.16, 0.23, 0.18], [0.12, 0.72, -0.03], [-2.50, 1.78, -0.85], [2.15, -1.15, -0.65], [0.55, -2.12, -0.08], [0.42, 1.61, 1.53], [-0.64, -0.20, -3.95], [0.24, 0.83, 0.15], [-1.10, -1.14, 2.08], [1.21, 0.56, 0.81], [-1.64, 0.01, 0.12], [0.12, 0.45, 0.45], [-0.26, -0.18, 0.18], [0.03, -0.82, -0.06], [0.05, 0.30, -0.56], [-0.25, -0.51, 0.48], [0.50, 0.04, 0.14], [-2.81, -3.01, 1.14], [-1.10, 1.92, -1.40], [1.46, 1.57, -1.26], [-3.58, 0.30, 1.84], [1.39, -1.87, 0.11], [0.02, -0.02, -1.21], [1.07, 1.76, 0.00], [0.46, 1.32, 1.23], [-0.70, -0.89, -1.25], [-0.25, 0.24, -0.15], [-0.06, -0.14, 0.25], [0.45, -0.27, 0.14], [0.47, -0.55, -0.34], [0.42, -0.64, 0.18], [1.69, 0.32, 0.34]]}